Entry 1:
A molecular structure, C4H5Cl2NO. Source: the OMol25 dataset; level of theory: ωB97M-V/def2-TZVPD.

XYZ file:
```
13
Properties=species:S:1:pos:R:3:lowdin_charge:R:1
C -0.20059 0.32800 -0.16989 -1.2271
C 1.25472 -0.20489 -0.37283 -0.2699
C -0.09163 -1.49782 1.58221 -0.0828
C -0.47175 -0.03187 1.24757 -0.2522
H 1.88889 0.53086 -0.85394 0.1283
H 1.09761 -1.02915 -0.97732 0.0646
H -0.78408 -2.30347 1.95487 0.1256
H 0.38007 0.73694 1.85518 0.1919
H -1.63505 0.52373 1.73834 0.2106
N 1.12736 -1.87576 1.18182 0.0672
O 1.74886 -0.70150 0.82332 -0.1969
Cl -0.30816 2.08601 -0.47421 0.6028
Cl -1.20798 -0.39643 -1.42573 0.6378
```

The relative energy (zero: lowest compared OMol25 entry of this formula, charge and spin) comes out at 3.798 eV. As for the multiplicity: 1. The calculation puts the frontier orbital gap at 10.619 eV.


Entry 2:
A single C10H16O3S molecule. Source: the OMol25 dataset; level of theory: ωB97M-V/def2-TZVPD.

XYZ file:
```
30
Properties=species:S:1:pos:R:3:lowdin_charge:R:1
C 0.65173 1.04639 -1.38816 -0.1257
C -0.52885 1.83833 -0.78416 -0.0726
C -1.08475 -0.71902 -1.51309 -0.0414
C 0.41962 -0.46490 -1.33458 -0.1985
C -1.15133 -0.46241 -0.01090 -0.3353
C 0.28299 -0.98147 0.12855 -0.4029
C -1.38399 1.02941 0.21686 -0.4934
C 1.19702 -0.42429 1.21021 -0.0191
C 0.35798 -2.50617 0.21030 -0.0162
C -1.23449 1.49876 1.66713 0.0012
O -4.23003 -0.70087 -0.89642 -0.3852
O -2.32656 -1.09090 0.73047 -0.2653
O -2.76090 1.16345 -0.11190 -0.2691
S -3.65604 -0.19178 0.31550 0.9747
H 0.77250 1.34556 -2.43167 0.1183
H 1.58330 1.29426 -0.87731 0.1055
H -0.16785 2.74553 -0.29965 0.1209
H -1.20172 2.15381 -1.58224 0.1246
H -1.64846 -0.04195 -2.14845 0.1278
H -1.33976 -1.74111 -1.77593 0.1256
H 1.11537 -1.00446 -1.97541 0.1483
H 0.77402 -0.63563 2.18858 0.0957
H 1.35808 0.64386 1.11899 0.0644
H 2.16749 -0.91214 1.14385 0.0909
H -0.32807 -2.99367 -0.47364 0.0839
H 0.11336 -2.83244 1.21784 0.0918
H 1.36976 -2.83120 -0.02391 0.0900
H -1.80334 2.42105 1.77740 0.0974
H -0.20496 1.69558 1.94322 0.0731
H -1.65017 0.75077 2.33999 0.0907
```

The relative energy (zero: lowest compared OMol25 entry of this formula, charge and spin) comes out at 0.000 eV. As for the multiplicity: 1. The calculation puts the frontier orbital gap at 10.692 eV.


Entry 3:
A molecular structure, C9H15Br9Cl6. Source: the OMol25 dataset; level of theory: ωB97M-V/def2-TZVPD.

XYZ file:
```
39
Properties=species:S:1:pos:R:3:lowdin_charge:R:1
Cl -1.09750 2.33285 1.64647 0.4957
C -0.56725 3.84137 0.73514 -0.6040
C -0.83891 3.86528 -0.74023 -0.6612
Cl -2.58961 3.69551 -1.19017 0.5072
H 0.53990 3.79092 0.83553 0.0311
H -0.95372 4.68663 1.31310 0.0736
H -0.26173 3.03953 -1.20506 -0.0303
H -0.46002 4.74541 -1.29148 0.0877
Cl 3.62779 -0.09409 -1.45152 0.5765
C 3.29111 0.64758 0.10693 -0.7255
C 2.08222 1.58484 0.09864 -0.5786
Cl 2.69882 3.09571 -0.83987 0.4848
H 4.15387 1.21892 0.41075 0.0548
H 3.12526 -0.10201 0.86457 0.0203
H 1.77850 2.03608 1.08667 0.0562
H 1.32610 1.15676 -0.51110 -0.0319
Cl -0.07209 -5.61337 -0.46198 0.5071
C -0.40357 -3.83963 -0.22831 -0.6434
C 0.72909 -2.80950 -0.45253 -0.6216
Cl 0.36090 -1.37770 0.53643 0.5979
H -0.54190 -3.81009 0.85487 0.0255
H -1.27264 -3.65137 -0.82813 0.0444
H 0.81989 -2.58391 -1.54731 0.0124
H 1.70114 -3.15595 -0.17431 0.0587
C 1.30920 -1.04958 4.51197 -1.5620
Br 2.67069 0.34232 3.96525 0.5064
Br 0.29676 -0.34604 6.01986 0.5603
Br 2.06902 -2.74662 4.91007 0.5976
H 0.74896 -1.18660 3.61153 -0.0739
C -4.38906 -1.64790 0.20046 -1.7073
Br -3.30316 -0.48205 -0.73610 0.6204
Br -3.46361 -2.46117 1.67232 0.5756
Br -5.15627 -3.04508 -0.83599 0.5936
H -5.23365 -1.17494 0.59401 -0.0530
C -0.46512 0.26444 -4.43224 -1.5870
Br 0.38360 1.42105 -3.22881 0.6737
Br -2.31620 0.75541 -4.80628 0.5693
Br -0.44257 -1.54330 -3.70125 0.5877
H 0.11574 0.20029 -5.31188 -0.0391
```

As for the multiplicity: 1. The calculation puts the frontier orbital gap at 9.797 eV.


Entry 4:
A single CHN5 molecule. Source: the OMol25 dataset; level of theory: ωB97M-V/def2-TZVPD.

XYZ file:
```
7
Properties=species:S:1:pos:R:3:lowdin_charge:R:1
C -0.16526 -0.61194 -0.72977 -0.1397
N -1.06821 -0.40360 0.27406 0.0374
N -0.84824 0.44580 1.24803 -0.0087
N 0.34392 0.87825 1.28733 -0.0460
N 1.23111 0.77807 0.30819 0.0023
N 0.93362 0.17506 -0.83140 0.0499
H -0.42693 -1.26164 -1.55644 0.1047
```

The relative energy (zero: lowest compared OMol25 entry of this formula, charge and spin) comes out at 0.046 eV. As for the multiplicity: 1. The calculation puts the frontier orbital gap at 9.095 eV. The SMILES is c1nnnnn1.


Entry 5:
9 unconnected molecules or ions with the total composition C46H52F41NO18P. Source: the OMol25 dataset; level of theory: ωB97M-V/def2-TZVPD.

XYZ file:
```
159
Properties=species:S:1:pos:R:3:lowdin_charge:R:1
O -0.76095 6.44752 -5.62683 -0.2919
P -2.25146 7.04426 -6.23656 0.9789
O -2.92383 7.89281 -4.88832 -0.2964
C -3.43360 5.53421 -6.39824 -0.2300
N -4.77264 5.60362 -6.33024 0.1260
C -5.26598 4.20186 -6.45835 -0.2917
C -6.81607 3.90031 -6.69287 -0.0975
C -7.66223 3.78228 -5.31399 -0.0543
C -7.26471 2.47378 -4.46985 -0.2951
F -8.46091 1.67637 -4.46436 0.0470
F -6.29340 1.66536 -5.09043 0.0748
C -6.98565 2.76734 -2.91118 -0.2028
F -7.19300 1.51456 -2.26304 0.0586
F -8.09395 3.56349 -2.50414 0.1012
C -5.57778 3.42776 -2.58860 -0.1688
F -5.62335 4.71932 -3.22523 0.0550
F -4.48585 2.79137 -3.24489 0.0906
C -5.26398 3.75523 -1.06505 -0.2017
F -4.31543 4.82046 -1.08413 0.0949
F -6.37220 4.32192 -0.37663 0.1162
C -4.73856 2.58084 -0.13934 -0.1920
F -5.72848 1.62031 0.20119 0.1145
F -4.48294 3.21699 1.11630 0.0969
C -3.36072 1.88822 -0.53479 -0.2097
F -2.45910 2.68991 -1.25331 0.1006
F -2.69695 1.62151 0.69934 0.0989
C -3.45820 0.46672 -1.25742 -0.2124
F -4.61410 0.23240 -2.00312 0.1047
F -3.45402 -0.50741 -0.21851 0.0983
C -2.14690 0.11471 -2.13851 -0.3304
F -2.17398 -1.26215 -2.46646 0.1093
F -2.11940 0.79413 -3.36231 0.1063
F -0.96185 0.28017 -1.39379 0.1182
C -4.19604 3.41837 -7.38655 -0.0827
C -2.88327 4.02300 -6.63115 -0.0741
H -0.72292 6.69278 -4.66833 0.0752
H -3.34746 7.22106 -4.29765 0.0602
H -5.29259 6.48606 -6.20341 0.1858
H -5.02269 3.76017 -5.43871 0.1111
H -7.25013 4.82539 -7.22797 0.1316
H -7.02047 3.01873 -7.37818 0.1378
H -7.62992 4.74144 -4.69990 0.1273
H -8.75443 3.68552 -5.66045 0.1486
H -4.39956 2.33184 -7.08400 0.1367
H -4.24718 3.57841 -8.50739 0.1357
H -2.70583 3.38051 -5.71058 0.1423
H -2.09368 4.01765 -7.45863 0.1365
C -7.99306 -1.01562 -1.30456 -0.0595
C -8.84843 -2.09760 -1.93378 -0.1929
O -8.35660 -3.40213 -1.58989 0.0107
C -8.70317 -3.86029 -0.37168 -0.3662
O -9.37616 -3.25107 0.41458 0.1756
C -8.15517 -5.26818 -0.15607 -0.5081
F -6.86501 -5.38196 -0.52607 0.1628
F -8.84073 -6.18894 -0.87125 0.1245
F -8.21594 -5.65767 1.12548 0.1719
H -6.94313 -1.14973 -1.57647 0.0763
H -8.32087 -0.03070 -1.62877 0.0628
H -8.04665 -1.05513 -0.21385 0.0870
H -8.79427 -2.01963 -3.02201 0.1266
H -9.90038 -1.99470 -1.65585 0.1314
C 2.00204 2.11194 -1.17113 -0.0649
C 3.03886 1.37394 -1.99607 -0.1902
O 3.06208 1.86949 -3.34505 0.0265
C 3.74379 3.01403 -3.54083 -0.3704
O 4.31031 3.62255 -2.67438 0.1782
C 3.72438 3.39889 -5.01710 -0.5172
F 2.49213 3.29733 -5.56037 0.1419
F 4.53180 2.60799 -5.75013 0.1629
F 4.12955 4.66145 -5.22834 0.1598
H 1.02190 2.06087 -1.65223 0.0678
H 1.92891 1.68432 -0.16958 0.0879
H 2.25401 3.16973 -1.07586 0.0616
H 2.77303 0.31599 -2.05418 0.1288
H 4.03130 1.43116 -1.54459 0.1006
C -9.16800 -5.92796 -3.65207 -0.0540
C -10.51925 -6.59114 -3.83119 -0.1907
O -11.12358 -6.19253 -5.07240 0.0233
C -10.68325 -6.83012 -6.17346 -0.3740
O -9.83727 -7.68315 -6.16985 0.1693
C -11.43708 -6.34406 -7.40772 -0.5193
F -11.53506 -4.99976 -7.45490 0.1509
F -12.69685 -6.82141 -7.44295 0.1606
F -10.85094 -6.72319 -8.55441 0.1610
H -9.25835 -4.84262 -3.74185 0.0772
H -8.74535 -6.16995 -2.67305 0.0570
H -8.46419 -6.25316 -4.42241 0.0852
H -11.19439 -6.26624 -3.03630 0.1280
H -10.44752 -7.67980 -3.76755 0.1307
C 9.82936 1.61008 -0.05164 -0.0530
C 8.93684 0.48868 0.44328 -0.2058
O 7.76786 1.01605 1.09280 0.0265
C 6.77560 1.42503 0.28294 -0.3677
O 6.81398 1.37701 -0.91780 0.1673
C 5.58819 1.91538 1.10482 -0.5069
F 5.95538 2.73336 2.10999 0.1594
F 4.91611 0.89275 1.67640 0.1478
F 4.69446 2.59726 0.37208 0.1565
H 10.07791 2.29114 0.76469 0.0739
H 10.75265 1.20997 -0.47431 0.0905
H 9.32753 2.20386 -0.81939 0.0792
H 9.46977 -0.09983 1.18859 0.1089
H 8.65805 -0.19231 -0.36497 0.1296
C 5.52551 0.00865 4.96773 -0.0532
C 4.73740 -1.10520 4.30664 -0.2022
O 5.10296 -2.38184 4.85416 0.0256
C 4.53539 -2.70112 6.03268 -0.3717
O 3.76829 -1.99407 6.62886 0.1688
C 4.97309 -4.09418 6.47492 -0.5169
F 6.30138 -4.28331 6.34565 0.1543
F 4.37721 -5.06075 5.74709 0.1509
F 4.67934 -4.34747 7.75951 0.1639
H 6.59847 -0.18514 4.89427 0.0776
H 5.30481 0.96873 4.49801 0.0736
H 5.28752 0.08227 6.03164 0.0793
H 4.97781 -1.13984 3.24225 0.1138
H 3.65968 -0.94242 4.38823 0.1289
C 2.58739 5.70015 4.64007 -0.0579
C 1.23742 5.03014 4.47455 -0.1989
O 0.61034 5.44015 3.24775 0.0268
C 1.03653 4.81968 2.13321 -0.3708
O 1.88813 3.97184 2.11161 0.1642
C 0.25967 5.31525 0.91709 -0.5111
F 0.14966 6.65745 0.88464 0.1595
F -1.00003 4.83015 0.89358 0.1491
F 0.83009 4.95316 -0.24426 0.1494
H 2.48842 6.78553 4.56565 0.0855
H 3.02651 5.44887 5.60696 0.0858
H 3.28096 5.38932 3.85517 0.0757
H 0.57346 5.34061 5.28396 0.1277
H 1.31711 3.94126 4.52331 0.1266
C 9.57158 -0.19735 7.27672 -0.0559
C 10.61384 -0.93359 6.45792 -0.1980
O 10.65113 -0.43470 5.11077 0.0209
C 11.33714 0.70902 4.92456 -0.3703
O 11.89670 1.31395 5.79816 0.1743
C 11.33315 1.09742 3.44915 -0.5040
F 10.10715 0.99969 2.89297 0.1333
F 12.14646 0.30681 2.72004 0.1624
F 11.74344 2.35826 3.24217 0.1662
H 8.59557 -0.24545 6.78768 0.0695
H 9.49018 -0.62935 8.27555 0.0863
H 9.82486 0.86053 7.37821 0.0794
H 10.34759 -1.99066 6.39263 0.1268
H 11.60333 -0.87872 6.91841 0.1285
C 5.28555 -7.99743 6.39467 -0.0694
C 5.33890 -9.44067 6.85587 -0.1997
O 6.66236 -9.78882 7.29135 0.0239
C 6.99505 -9.39583 8.53557 -0.3722
O 6.26605 -8.78669 9.27128 0.1685
C 8.40329 -9.86779 8.88492 -0.5196
F 9.28548 -9.63256 7.89354 0.1551
F 8.43982 -11.19393 9.12393 0.1594
F 8.89308 -9.26674 9.98088 0.1610
H 6.03921 -7.81240 5.62554 0.0882
H 4.30042 -7.75706 5.99167 0.0802
H 5.49735 -7.31209 7.21866 0.0707
H 5.10097 -10.10093 6.01913 0.1261
H 4.60706 -9.64157 7.64230 0.1276
```

As for the multiplicity: 1. As for the total charge: +1. The calculation puts the frontier orbital gap at 7.021 eV.


Entry 6:
A single C19H13N3O4 molecule. Source: the OMol25 dataset; level of theory: ωB97M-V/def2-TZVPD.

XYZ file:
```
39
Properties=species:S:1:pos:R:3:lowdin_charge:R:1
O -2.00422 -3.51818 0.10983 0.1620
C -1.75160 -2.35016 0.05192 -0.4437
O -0.46688 -1.94855 0.06684 0.0300
N -0.25198 -0.56044 -0.02666 0.1718
C 0.97482 -0.20437 -0.01106 -0.1694
C 1.27626 1.22666 -0.08985 -0.1584
C 2.49428 1.64130 -0.63169 -0.0245
C 2.79719 2.98663 -0.71822 -0.0726
C 1.89681 3.93425 -0.25890 -0.0788
C 0.68678 3.53023 0.28225 -0.0669
C 0.37204 2.18731 0.36289 -0.0078
C 2.11086 -1.14277 0.09000 -0.1707
C 3.05711 -0.97875 1.09950 -0.0005
C 4.09731 -1.88991 1.17806 -0.1342
N 4.24780 -2.89912 0.33775 0.0625
C 3.34952 -3.05218 -0.61875 -0.1317
C 2.26079 -2.21157 -0.78876 0.0042
C -2.79328 -1.29254 -0.17513 -0.0646
C -3.60540 -1.39375 -1.29639 0.0065
C -4.55189 -0.41723 -1.56179 -0.0520
C -4.69281 0.67501 -0.71915 -0.0557
C -3.89752 0.78498 0.40669 0.0155
C -2.96350 -0.20431 0.67692 -0.1182
N -2.17910 -0.12008 1.88151 -0.3463
O -1.99355 0.98381 2.34748 0.0761
O -1.77166 -1.15622 2.35694 0.1210
H 3.19791 0.90795 -0.99834 0.1182
H 3.74072 3.29611 -1.14233 0.1050
H 2.13976 4.98453 -0.31996 0.1033
H -0.01440 4.26457 0.64866 0.1063
H -0.55965 1.87798 0.80580 0.0868
H 2.96991 -0.16880 1.80757 0.1244
H 4.85294 -1.80519 1.94790 0.1069
H 3.50962 -3.89220 -1.28151 0.1075
H 1.55553 -2.37488 -1.58850 0.1189
H -3.48613 -2.24034 -1.95474 0.1275
H -5.18158 -0.50923 -2.43339 0.1096
H -5.42803 1.43479 -0.93382 0.1092
H -3.99475 1.61467 1.09042 0.1229
```

The relative energy (zero: lowest compared OMol25 entry of this formula, charge and spin) comes out at 0.000 eV. As for the multiplicity: 1. The calculation puts the frontier orbital gap at 8.693 eV. The SMILES is O=C(O/N=C(/c1ccccc1)c1ccncc1)c1ccccc1[N+](=O)[O-].


Entry 7:
A single C6H14N2O molecule. Source: the OMol25 dataset; level of theory: ωB97M-V/def2-TZVPD.

XYZ file:
```
23
Properties=species:S:1:pos:R:3:lowdin_charge:R:1
C 1.08928 -0.45516 2.97476 -0.0535
N 1.71624 0.01619 1.76203 -0.2736
O 3.04804 -0.48827 1.67746 -0.0309
N 1.12905 -0.02867 0.57345 0.0671
C -0.12957 -0.01318 0.39116 -0.1240
C -0.70378 0.15784 -0.98930 -0.6043
C -1.48049 1.48230 -1.00515 -0.0555
C -1.67016 -1.00417 -1.26720 -0.0565
C 0.40190 0.18815 -2.04204 -0.0664
H 0.29835 0.24211 3.24449 0.0812
H 1.85289 -0.46086 3.74813 0.0865
H 0.67020 -1.46471 2.86102 0.0911
H 3.35193 -0.23641 0.79847 0.0874
H -0.86127 -0.06029 1.20179 0.1235
H -2.27933 1.46954 -0.26546 0.0799
H -1.91888 1.64946 -1.98447 0.0816
H -0.81372 2.30737 -0.77920 0.0832
H -2.14747 -0.87761 -2.23796 0.0822
H -2.44634 -1.04993 -0.50690 0.0776
H -1.13324 -1.95064 -1.26490 0.0838
H -0.02675 0.28955 -3.03683 0.0826
H 1.07180 1.02109 -1.85828 0.0763
H 0.98133 -0.73370 -1.99504 0.0807
```

The relative energy (zero: lowest compared OMol25 entry of this formula, charge and spin) comes out at 3.569 eV. As for the multiplicity: 1. The calculation puts the frontier orbital gap at 8.940 eV. The SMILES is CN(O)/N=C/C(C)(C)C.


Entry 8:
A single C7H9F3O3 molecule. Source: the OMol25 dataset; level of theory: ωB97M-V/def2-TZVPD.

XYZ file:
```
22
Properties=species:S:1:pos:R:3:lowdin_charge:R:1
C 1.43114 -0.27044 0.12421 -0.1088
C 2.53618 -0.53349 -0.59854 -0.0286
C 0.14178 -1.13283 0.01133 -0.3527
C -1.25126 -0.41193 0.28760 -0.2678
C 1.97256 1.97890 1.14863 -0.0621
C -2.78138 -2.09058 0.77583 -0.0111
C -1.73268 1.20464 -1.35435 -0.0295
O 1.24860 0.74110 1.11408 -0.1048
O -2.42882 -0.88138 0.43856 0.0180
O -1.19191 0.90665 -0.05904 -0.1010
F 3.66137 0.11266 -0.19298 0.0062
F 0.04375 -1.58424 -1.29190 0.0623
F 0.36199 -2.28121 0.65784 0.1129
H 1.32676 2.61655 1.72668 0.0797
H 2.14138 2.30796 0.11849 0.0978
H 2.90988 1.97360 1.80133 0.1093
H -3.85225 -2.32149 0.61526 0.0773
H 2.78624 -1.31321 -1.23452 0.1098
H -1.92638 -2.84465 0.74376 0.0977
H -2.72330 0.87460 -1.29994 0.0629
H -1.04491 0.64230 -2.11371 0.1296
H -1.62875 2.30649 -1.41863 0.1030
```

The relative energy (zero: lowest compared OMol25 entry of this formula, charge and spin) comes out at 0.315 eV. As for the multiplicity: 1. The calculation puts the frontier orbital gap (alpha / beta) at 8.413 / 8.005 eV.